49
Properties=species:S:1:pos:R:3 method="wB97M-V/def2-TZVPD" relative_energy_kj_mol=211.2 e_lumo_ev=0.349 smiles="Cc1ccc(S(=O)(=O)N2CCCCCC2)cc1C(=O)Nc1cccnc1" spin_multiplicity=1 homo_ev=-8.8854 energy_ev=-41524.51500
S 0.890 -1.857 0.199
C -1.191 -0.164 1.020
H -0.902 -4.519 5.019
H -0.947 -3.550 0.893
H 0.489 -4.753 3.978
H 1.170 2.064 -2.242
H -2.226 3.815 -0.561
O -1.788 2.554 -3.200
N 0.467 2.418 -2.877
H 0.227 4.717 -6.845
C -0.837 2.177 -2.551
H -0.891 3.558 -4.947
C 0.974 3.088 -3.990
H -1.265 -0.767 1.911
C -0.270 -4.028 4.276
H -0.330 -2.329 5.598
C 2.361 3.220 -4.109
H -3.379 2.812 -1.418
C -0.151 0.272 -1.094
H 3.021 2.806 -3.355
H 2.726 4.851 -6.865
C -1.925 1.716 -0.317
O 0.548 -2.811 -0.818
N 0.587 -2.483 1.705
C -2.017 0.930 0.826
C 0.810 4.282 -6.049
H 1.793 -1.250 4.562
C 1.009 -1.783 4.020
H 0.285 -4.559 1.665
C 2.194 4.357 -6.063
C -0.967 1.382 -1.286
C -0.263 -0.487 0.053
H 1.182 -3.221 5.615
H -3.507 2.993 0.343
N 2.951 3.835 -5.112
H -1.873 -4.453 2.911
C -0.291 -3.627 1.762
H -2.750 1.183 1.578
O 2.205 -1.278 0.171
C -2.816 2.902 -0.491
C 0.183 3.638 -4.996
H 2.094 -3.311 2.914
C -1.114 -3.680 3.049
C 0.400 -2.831 4.960
H -1.631 -2.733 3.205
C 1.600 -2.350 2.727
H 2.339 -1.660 2.320
H 0.255 -1.046 3.741
H 0.568 -0.040 -1.836

52
Properties=species:S:1:pos:R:3 method="wB97M-V/def2-TZVPD" relative_energy_kj_mol=182.8 e_lumo_ev=0.406 smiles="CN(c1ccc(OCC(=O)N2CCC(C(N)=O)CC2)cc1)S(=O)(=O)c1cccs1" spin_multiplicity=1 homo_ev=-8.0402 energy_ev=-56454.70509
C 0.361 0.881 -3.243
H -1.525 0.749 -4.393
C 3.862 -1.217 1.019
C -0.992 1.142 -3.547
C 4.149 -0.041 0.091
H -3.049 1.520 1.481
O -0.008 -1.347 3.664
H 1.740 1.459 -1.650
H 1.000 0.258 -3.840
C -2.447 -1.363 -0.978
C -2.883 0.724 0.774
H 1.518 0.191 3.152
C -2.262 -0.431 1.222
H 4.811 -1.739 1.190
C 0.770 1.503 -2.106
H -3.228 3.502 0.356
H 5.570 1.393 -0.188
O -1.317 -2.614 0.647
O -3.363 3.898 -2.714
C 3.331 -0.692 2.362
C -4.115 3.137 -0.173
H -3.440 -0.157 -2.430
C 2.859 -2.209 0.419
H 1.914 0.692 1.484
H -4.868 2.816 0.546
H 3.304 -1.513 3.082
H -1.977 -0.491 2.259
S -0.489 2.427 -1.385
H 1.400 -0.803 -0.321
H 5.934 0.290 1.092
S -3.279 2.473 -2.611
C 0.114 -1.704 2.503
H 3.161 -2.469 -0.596
H 0.751 -2.416 0.020
N 5.310 0.593 0.365
O -3.961 1.695 -3.599
H -0.296 -3.742 1.940
C -3.272 0.859 -0.554
H -2.279 -2.192 -1.647
O 3.420 0.330 -0.804
H 2.868 -3.117 1.026
N -3.809 2.045 -1.067
C -1.578 1.960 -2.632
C 1.433 -1.647 0.375
C 1.916 -0.142 2.192
H 3.982 0.089 2.757
H -1.654 -2.865 2.676
H -4.514 3.944 -0.782
N 1.041 -1.179 1.684
C -0.828 -2.785 1.957
C -3.084 -0.225 -1.416
C -2.001 -1.468 0.340

52
Properties=species:S:1:pos:R:3 method="wB97M-V/def2-TZVPD" relative_energy_kj_mol=366.3 e_lumo_ev=-0.514 smiles="CCN(CC)S(=O)(=O)c1ccc(NC[C@@H]2COc3ccccc3O2)c([N+](=O)[O-])c1" spin_multiplicity=1 homo_ev=-8.4011 energy_ev=-47663.52342
H -4.111 -1.526 -0.989
C 3.545 0.971 -2.907
C 3.742 1.325 0.754
C -0.132 -1.443 -1.541
C -1.825 -1.468 1.850
C 2.222 1.242 -3.610
H 1.205 1.439 -0.417
O -2.834 -2.237 1.310
C 0.465 0.694 -0.658
H 1.651 0.322 -3.695
H -5.286 -0.155 2.289
C -4.174 -0.806 -0.171
H -1.221 1.486 3.363
H 3.087 0.560 1.162
N -3.171 0.211 -0.326
C 0.837 -0.497 -1.214
C 0.291 0.067 2.781
H 5.036 1.576 -0.954
C -1.005 0.529 2.917
H -3.346 1.099 0.145
H 1.110 0.677 3.128
S 2.567 -0.926 -1.393
H 2.413 1.628 -4.609
H 4.529 1.534 1.474
H -4.827 -2.385 1.139
H -4.392 -1.342 3.281
C 0.533 -1.170 2.205
C -0.880 0.972 -0.397
O -0.223 2.939 0.508
H 1.541 -1.534 2.082
C -4.078 -1.585 1.169
O 2.965 -1.543 -0.160
H -2.181 -1.962 -1.505
H 0.185 -2.364 -2.003
H 4.146 1.883 -2.892
N 3.320 0.560 -1.534
N -1.159 2.233 0.189
O -2.328 2.573 0.348
C -1.881 -0.005 -0.654
O 2.711 -1.699 -2.596
H -5.153 -0.322 -0.213
H 4.093 0.194 -3.455
H 3.171 2.235 0.587
O -3.342 0.275 2.560
C 4.357 0.825 -0.547
H -0.355 -2.893 1.281
C -4.344 -0.697 2.392
C -2.068 -0.235 2.456
C -1.453 -1.203 -1.269
H 1.639 1.973 -3.055
H 4.927 -0.089 -0.349
C -0.521 -1.936 1.746

52
Properties=species:S:1:pos:R:3 method="wB97M-V/def2-TZVPD" relative_energy_kj_mol=341.1 e_lumo_ev=-0.494 smiles="CCN(CC)S(=O)(=O)c1ccc(OC)c(NC(=O)c2cccc(C)c2[N+](=O)[O-])c1" spin_multiplicity=1 homo_ev=-8.7619 energy_ev=-47663.78431
H -4.967 -4.101 1.769
H 1.936 1.993 -2.910
H -4.676 -1.435 -0.675
H -0.315 0.323 0.811
C 0.204 0.211 -2.724
N 1.358 0.382 3.520
N -1.166 -1.935 2.145
H 4.514 1.835 1.470
S -1.185 1.930 -1.298
C -1.775 -1.237 1.111
H -0.390 -0.335 -4.721
C -1.923 0.484 -0.550
C 1.582 -1.835 0.578
C -3.144 0.016 -0.980
C -0.233 0.572 -4.143
H 4.299 1.209 3.114
H -0.521 -0.478 -2.283
H -5.560 -2.508 1.236
O 2.107 0.967 4.267
O -3.509 -2.795 1.370
C 2.000 2.878 -0.948
H 1.179 -0.289 -2.741
H 2.701 3.657 -1.238
H -1.158 1.140 -4.106
O 0.435 -2.616 3.557
H 3.007 -1.753 -1.013
C 1.236 2.390 -2.171
O -1.999 2.348 -2.408
C -4.800 -3.278 1.076
C -3.713 -1.080 -0.347
H 0.686 3.222 -2.626
C 3.009 0.339 1.662
C 3.385 -0.253 0.459
H 4.252 0.129 -0.059
H 0.523 1.174 -4.642
O 0.165 0.244 3.703
C 0.116 -1.951 2.595
H 2.545 2.051 -0.502
H 1.302 3.277 -0.220
C 1.174 -1.268 1.774
C -3.043 -1.712 0.690
C -1.243 -0.116 0.495
H -3.642 0.517 -1.794
O -0.923 2.900 -0.279
C 3.782 1.495 2.199
N 0.308 1.325 -1.804
H -1.797 -2.524 2.678
H 3.125 2.324 2.454
H -4.864 -3.651 0.050
H 1.046 -2.681 0.175
C 1.885 -0.188 2.306
C 2.684 -1.315 -0.080

47
Properties=species:S:1:pos:R:3 method="wB97M-V/def2-TZVPD" relative_energy_kj_mol=111.5 e_lumo_ev=0.647 smiles="COc1cccc(N2CCN(C(=S)Nc3cccc(C)c3)CC2)c1" spin_multiplicity=1 homo_ev=-7.7898 energy_ev=-37429.31759
C 1.501 -2.441 0.119
C 2.606 -1.659 0.865
C 2.457 3.459 0.475
C -4.426 -3.235 0.186
H 0.899 -1.905 2.703
N -0.905 -0.245 -1.578
N 2.051 -0.565 1.639
H 2.375 4.545 -2.133
C 2.733 2.454 -0.442
H 0.423 -0.216 2.911
C -4.419 0.422 -0.769
H -0.808 0.345 -2.394
H 1.609 1.540 3.124
N 0.369 -1.581 -0.141
C -2.217 -0.455 -1.142
H 1.149 -3.281 0.725
H -5.112 1.249 -0.802
H 2.561 4.501 0.221
H -1.975 -2.543 -0.740
H -5.379 -3.495 -0.271
C -4.840 -0.815 -0.315
C 2.170 0.760 1.197
H -1.097 -1.728 1.365
H -2.783 1.571 -1.543
H 2.784 0.388 -0.848
H 1.836 3.881 2.471
C 2.043 3.104 1.750
H -0.684 -0.083 0.837
C 2.583 1.116 -0.079
O 3.142 2.659 -1.726
H 3.350 -1.276 0.170
H 3.113 -2.339 1.561
S 1.261 -1.248 -2.612
H 3.637 3.899 -3.210
H 1.874 -2.822 -0.832
C 0.771 -0.950 2.187
C -2.655 -1.705 -0.711
C -0.273 -1.072 1.054
H -4.568 -3.221 1.266
C 0.191 -1.039 -1.364
H -5.861 -0.952 0.011
H -3.700 -4.008 -0.056
C 1.903 1.784 2.115
C -3.114 0.608 -1.185
C -3.962 -1.892 -0.291
H 4.079 4.506 -1.595
C 3.312 3.980 -2.174

45
Properties=species:S:1:pos:R:3 method="wB97M-V/def2-TZVPD" relative_energy_kj_mol=64.0 e_lumo_ev=0.735 smiles="Cc1cccc(OCCCC(=O)NCCc2ccccc2)c1" spin_multiplicity=1 homo_ev=-8.4288 energy_ev=-25662.08368
H 2.312 1.707 1.978
H 0.716 -3.609 1.216
C 1.112 -1.948 2.518
C -1.768 -0.620 -3.478
O 0.081 -3.163 -1.472
C -0.838 2.767 2.574
C 0.690 0.440 2.507
C 1.138 4.172 1.937
C 1.895 0.738 -1.717
C -0.520 -1.983 0.547
H -1.713 -0.703 -4.564
C 0.514 2.846 2.252
H 0.268 -2.061 3.207
H -0.495 -0.890 0.530
N -1.861 -2.010 -1.451
C 0.741 -0.554 -3.376
H 2.183 4.055 1.660
H -3.051 -2.348 -3.132
H 1.079 4.831 2.802
C -2.038 -2.016 -2.886
H 0.654 1.911 -0.425
C -0.659 0.380 2.839
H -1.437 3.666 2.596
H -1.380 -2.302 1.141
C 0.684 1.223 -1.257
H -1.139 -0.555 3.077
H 0.610 4.656 1.116
H 1.964 -2.496 2.933
H 1.595 -2.285 0.456
O 1.557 -0.608 2.454
C 1.262 1.683 2.224
H -2.593 0.049 -3.223
C 1.921 -0.146 -2.782
H 2.864 -0.527 -3.146
C -0.495 0.810 -1.851
H 2.816 1.047 -1.244
C -0.481 -0.085 -2.913
C 0.778 -2.523 1.139
H -1.439 1.190 -1.481
H -2.408 -1.334 -0.939
C -0.705 -2.452 -0.888
H 0.766 -1.254 -4.198
C -1.408 1.546 2.868
H -1.317 -2.737 -3.275
H -2.456 1.489 3.126

46
Properties=species:S:1:pos:R:3 method="wB97M-V/def2-TZVPD" relative_energy_kj_mol=211.6 e_lumo_ev=0.701 smiles=COc1cc2c(cc1OC)CN(C[C@@H](O)c1ccccc1)CC2 spin_multiplicity=1 homo_ev=-7.9488 energy_ev=-27707.85349
H -4.072 -2.105 -0.709
C 3.300 1.300 -0.050
C -2.128 0.339 0.652
C 2.013 1.155 0.435
H -0.259 1.844 -1.132
H -2.514 1.137 1.309
C -6.096 -1.659 -0.152
H -4.947 2.010 -0.049
H -7.282 1.438 0.476
H 1.359 3.164 0.022
C 2.424 -1.174 0.778
H -2.296 -0.622 1.145
H -8.024 -0.913 0.406
O -2.333 -0.598 -1.555
C -2.917 0.331 -0.677
H 6.449 -1.720 0.158
H -1.099 2.542 0.266
C 5.681 -2.326 -0.328
H 2.106 -2.157 1.089
C -0.327 1.819 -0.037
H 3.623 2.278 -0.371
H -6.417 -2.690 -0.188
O 4.434 -2.212 0.318
H 0.076 0.310 2.331
C 3.726 -1.045 0.303
H -1.385 -0.596 -1.353
C 1.571 -0.091 0.855
H 6.930 1.424 -1.382
H -2.868 1.339 -1.124
N -0.718 0.468 0.359
H 5.303 1.930 -1.897
C 4.175 0.222 -0.117
H 5.616 -2.049 -1.382
H 0.888 2.524 1.600
C -6.581 0.657 0.221
C -4.358 -0.017 -0.404
C 5.905 1.585 -1.050
H 5.945 -3.381 -0.246
H 5.897 2.346 -0.263
C -6.998 -0.663 0.182
O 5.467 0.339 -0.575
H -0.156 -1.211 1.441
C 0.155 -0.169 1.337
C -5.268 0.978 -0.072
C 1.020 2.269 0.544
C -4.781 -1.338 -0.438

49
Properties=species:S:1:pos:R:3 method="wB97M-V/def2-TZVPD" relative_energy_kj_mol=103.4 e_lumo_ev=0.541 smiles="Cc1ccc(OCC(=O)N(Cc2ccc(C)o2)[C@H]2CCS(=O)(=O)C2)cc1" spin_multiplicity=1 homo_ev=-8.5698 energy_ev=-42638.45640
H 3.116 -1.026 2.197
O -1.012 2.090 0.600
H 3.291 0.608 -4.029
C -1.030 -0.329 2.320
C -1.915 -1.017 1.267
C -1.303 2.707 -0.567
H -3.949 -1.805 1.473
H -1.579 -2.047 1.146
O -3.585 0.099 4.234
C 1.061 -1.388 1.707
C 2.783 0.017 -3.280
H -0.093 3.274 -2.289
H -2.760 3.751 -1.690
H 0.995 -2.105 -0.618
C -2.712 3.110 -0.815
H 0.466 -1.549 -5.219
H 2.172 -1.478 -5.667
S -3.100 -1.108 3.619
C -1.277 -1.071 3.622
C 1.768 -0.853 -3.665
H -1.828 -0.505 0.307
H -3.108 3.645 0.046
N 0.374 -0.248 1.925
H 1.982 1.070 1.655
O 0.560 -2.488 1.871
C 1.145 -1.606 -2.684
H -3.338 2.234 -0.985
C 2.508 -0.619 -0.978
H -0.936 -0.540 4.504
H 0.358 -2.295 -2.958
C 1.504 -1.499 -1.350
C 3.154 0.133 -1.958
H 1.902 2.165 -0.851
C -0.174 2.827 -1.320
H -3.825 -0.030 1.624
C 2.540 -1.312 1.310
C 0.316 1.805 0.595
H -0.901 -2.089 3.595
H 2.827 -2.333 1.027
C -3.330 -0.980 1.805
H 1.237 0.008 -5.551
C 0.902 1.102 1.779
O 2.919 -0.395 0.312
H -1.387 0.696 2.446
O -3.608 -2.351 4.124
H 0.664 1.656 2.695
H 3.947 0.801 -1.658
C 0.875 2.243 -0.566
C 1.382 -0.975 -5.108